1.
The following is a quantum chemistry calculation of a 9-piece molecular cluster, C27H56BFNO8 overall, from the OMol25 dataset.

As for the charge: -1. As for the HOMO-LUMO gap: 6.606 eV. The calculation puts the electronic energy at -1843.832108 Ha.

Structure (XYZ):
```
94
Properties=species:S:1:pos:R:3:forces:R:3
C 0.932682 3.610050 5.499946 0.041 -0.174 0.092
C -0.087767 4.538082 4.873374 -0.020 0.104 -0.304
N 0.171878 5.181632 3.795107 0.078 0.078 0.011
C -1.416895 4.606616 5.507130 -0.045 -0.026 0.016
B -2.327461 3.262523 5.113098 0.196 -0.173 0.125
F -2.886926 3.478495 3.791606 -0.142 0.071 -0.127
H 1.877675 4.139726 5.652017 -0.041 -0.028 -0.002
H 0.585232 3.207239 6.452879 0.024 0.059 -0.058
H 1.115526 2.757864 4.838723 -0.020 0.093 0.025
H 1.115535 4.971878 3.465064 0.007 -0.096 0.058
H -1.301867 4.670730 6.595771 -0.065 -0.035 -0.048
H -1.945131 5.491715 5.137749 -0.006 -0.038 0.119
H -1.604744 2.245964 5.074878 -0.096 0.112 0.071
H -3.237121 3.102684 5.935196 0.064 0.076 -0.055
C -3.339386 9.534394 4.178415 0.025 -0.029 0.068
C -2.055011 8.722841 4.208751 -0.186 0.028 -0.093
O -1.256440 8.872596 5.102188 0.088 0.028 -0.005
C -1.863807 7.763006 3.064964 0.161 0.014 0.103
H -3.378779 10.197282 5.039720 -0.003 0.005 0.000
H -3.390658 10.118926 3.257476 -0.005 -0.013 -0.015
H -4.201289 8.864800 4.187380 -0.001 -0.008 -0.014
H -1.853354 8.332691 2.131099 -0.041 -0.033 -0.029
H -2.701620 7.063856 3.021247 -0.033 0.019 -0.022
H -0.950007 7.180550 3.174640 -0.027 -0.012 0.054
C -3.270238 1.796138 -0.891937 0.011 -0.008 -0.041
C -2.001857 1.819510 -0.066686 -0.153 -0.039 -0.036
O -0.920295 1.886685 -0.614198 0.079 0.005 0.011
C -2.168827 1.727863 1.417304 0.194 0.025 -0.013
H -3.017210 1.869045 -1.948218 -0.022 0.005 -0.006
H -3.818788 0.871189 -0.697896 -0.012 0.015 0.038
H -3.925160 2.621240 -0.607475 0.004 -0.001 0.040
H -2.702348 0.810319 1.676625 -0.044 0.013 -0.010
H -2.758235 2.559057 1.807462 -0.024 -0.007 0.044
H -1.202615 1.750294 1.915115 -0.005 -0.016 0.014
C 1.094245 -3.044515 -0.096497 -0.103 -0.108 -0.043
C -0.089114 -2.566524 -0.908359 0.134 0.050 0.058
O -0.960736 -3.330497 -1.257226 -0.037 -0.015 -0.035
C -0.108804 -1.105091 -1.263733 -0.125 -0.082 -0.049
H 1.002976 -4.112854 0.085871 0.014 0.001 0.007
H 2.020104 -2.839522 -0.637558 0.029 0.050 0.055
H 1.144487 -2.513803 0.854964 0.024 0.055 -0.020
H 0.777964 -0.849046 -1.847075 0.020 0.013 0.019
H -0.089157 -0.479619 -0.371141 0.035 -0.001 0.014
H -1.001181 -0.874680 -1.840258 0.016 0.039 -0.005
C 4.007125 -5.204114 -1.083462 0.000 0.012 0.143
C 5.044956 -4.152058 -0.766572 -0.041 -0.019 -0.112
O 5.155286 -3.694353 0.347274 -0.013 0.002 0.033
C 5.921526 -3.696553 -1.904659 0.009 0.007 0.166
H 3.427742 -5.427137 -0.191089 -0.014 0.002 -0.005
H 3.341079 -4.848228 -1.871320 0.018 -0.042 -0.044
H 4.492069 -6.115510 -1.437912 0.007 0.023 -0.072
H 5.310404 -3.276360 -2.705247 -0.003 -0.017 -0.016
H 6.466174 -4.543672 -2.325859 -0.021 -0.011 -0.026
H 6.627168 -2.946749 -1.560891 -0.010 -0.008 -0.030
C 7.495727 0.743405 -3.663681 0.019 -0.046 0.052
C 7.342411 -0.668095 -4.175072 -0.036 0.119 -0.040
O 7.568679 -1.626750 -3.475991 0.050 -0.020 -0.055
C 6.884341 -0.819291 -5.606831 0.014 -0.062 0.032
H 7.825195 0.727480 -2.628372 0.001 0.008 0.002
H 8.219506 1.286478 -4.274151 -0.008 0.006 -0.017
H 6.545464 1.274873 -3.738629 -0.006 0.003 -0.017
H 7.588690 -0.326379 -6.279266 -0.002 0.019 0.000
H 5.915416 -0.335652 -5.742509 0.000 0.019 0.002
H 6.809149 -1.873268 -5.861501 -0.002 0.000 -0.008
C -4.279904 -1.884836 -2.225804 -0.017 0.038 0.110
C -5.527836 -1.497798 -1.464675 0.139 -0.067 -0.227
O -5.484930 -1.166379 -0.304317 -0.056 0.043 0.089
C -6.822101 -1.551289 -2.240106 -0.047 0.032 0.252
H -3.408801 -1.826459 -1.577414 -0.005 -0.042 -0.024
H -4.380385 -2.900423 -2.612769 0.003 0.001 -0.014
H -4.148707 -1.224835 -3.085916 -0.014 0.006 -0.016
H -6.994273 -2.558544 -2.620846 0.030 0.086 -0.017
H -6.764175 -0.889556 -3.105897 0.013 -0.039 -0.038
H -7.642270 -1.245370 -1.594115 -0.011 0.010 -0.009
C 7.197614 -4.573776 2.715547 0.176 -0.017 0.002
C 7.852839 -4.193688 4.018103 -0.148 0.025 0.028
O 9.052183 -4.213719 4.170039 0.039 -0.018 -0.012
C 6.920990 -3.778497 5.133692 0.076 0.006 0.019
H 7.959052 -4.849118 1.989381 -0.017 -0.011 -0.010
H 6.514465 -5.410914 2.870728 -0.034 0.015 0.004
H 6.604607 -3.747401 2.324673 -0.041 -0.002 0.002
H 6.224892 -4.587947 5.360733 -0.014 -0.002 -0.013
H 6.323419 -2.920462 4.821631 -0.013 -0.004 -0.015
H 7.495108 -3.525483 6.021277 -0.007 0.002 0.005
C -9.025768 -2.387235 -6.020406 0.034 0.009 0.059
C -7.884558 -3.359988 -5.835568 -0.084 0.010 -0.104
O -7.160507 -3.311312 -4.871399 0.031 -0.082 -0.068
C -7.698926 -4.394046 -6.920927 0.053 -0.009 0.053
H -9.060587 -1.695994 -5.182429 -0.006 0.005 0.000
H -8.898328 -1.832371 -6.951650 -0.002 -0.010 -0.014
H -9.971305 -2.927823 -6.091792 -0.001 -0.009 -0.016
H -7.529744 -3.903026 -7.880868 -0.015 0.009 -0.007
H -8.602336 -4.998347 -7.020480 -0.015 0.008 -0.007
H -6.853311 -5.032758 -6.680188 0.000 -0.005 -0.007
```
Positions in Å, forces in eV/Å.

***

2.
The following is a quantum chemistry calculation of a 8-piece molecular cluster, C27H56ClFNO25P overall in a non-equilibrium geometry, from the OMol25 dataset.

As for the charge: 0. As for the HOMO-LUMO gap: 9.577 eV. The calculation puts the electronic energy at -3899.533133 Ha.

Structure (XYZ):
```
112
Properties=species:S:1:pos:R:3:forces:R:3
N -0.436210 -5.342901 -0.213552 0.312 0.620 -0.250
C 0.712592 -4.441009 0.093219 -0.765 -0.620 -0.238
C 1.975837 -5.315482 0.349337 0.395 1.001 0.567
C 3.290714 -4.700707 -0.223784 -0.057 -1.270 2.137
O 3.478322 -4.980936 -1.628253 -0.286 3.166 -1.401
P 2.868078 -3.808576 -2.607147 -2.715 -1.106 -1.919
O 1.476965 -4.129364 -3.105119 2.463 0.767 1.376
O 3.893287 -3.836226 -3.978935 -0.053 -0.089 1.364
F 3.090567 -3.815763 -5.148277 0.146 0.045 0.585
O 3.020842 -2.290823 -1.977167 -0.092 -2.869 -0.908
C 1.834509 -1.491142 -2.156491 -0.116 2.572 1.002
C 1.932442 -0.318039 -1.098638 -0.550 -1.060 0.400
C 2.512001 -0.816163 0.269228 -0.825 0.686 -0.390
Cl 4.310200 -0.613587 0.318154 -0.931 -0.922 0.254
H -0.353746 -5.531999 -1.212791 -0.163 -0.255 0.159
H -1.295214 -4.804048 -0.116560 0.058 -0.136 0.011
H 0.399543 -3.845069 0.978161 0.578 -0.326 -0.427
H 0.838615 -3.752774 -0.768987 0.288 -0.217 0.613
H 1.840854 -6.376689 0.059232 -0.016 0.747 -0.211
H 2.129375 -5.341081 1.454075 -0.003 -0.072 -0.660
H 4.122544 -5.214338 0.305737 -0.328 0.352 -0.607
H 3.370733 -3.632920 0.053619 -0.023 -0.429 -0.584
H 1.828123 -0.994224 -3.148104 -0.094 -0.848 0.340
H 0.892792 -2.018676 -1.938197 0.681 -0.199 -0.469
H 0.874102 -0.044936 -0.879780 0.651 0.090 -0.258
H 2.450809 0.571909 -1.491034 -0.073 -0.471 0.307
H 2.085448 -0.211382 1.094197 0.516 -0.231 -0.489
H 2.184112 -1.859487 0.457451 0.642 0.521 -0.161
C -3.625765 -1.875542 -1.533440 -0.040 -0.056 -0.402
O -3.290572 -2.144546 -0.170260 0.054 -0.118 0.062
C -3.587031 -1.151101 0.671604 0.148 -0.214 0.169
O -4.089864 -0.104278 0.376597 -0.098 0.174 -0.060
O -3.224450 -1.529710 1.902008 0.047 -0.075 -0.111
C -3.486463 -0.556505 2.914745 -0.023 0.178 0.358
H -3.340042 -2.748419 -2.116932 0.070 -0.046 0.199
H -4.698688 -1.718250 -1.642527 0.067 0.142 0.048
H -3.072863 -1.012509 -1.903334 -0.132 0.046 0.067
H -4.554727 -0.349040 2.983448 0.057 0.097 -0.111
H -2.930116 0.360313 2.720949 -0.145 0.008 -0.097
H -3.151318 -0.975233 3.861015 0.031 -0.183 -0.155
C 5.598676 6.253881 -1.189461 -0.119 0.376 -0.139
O 6.384978 5.107648 -0.859623 0.043 -0.024 0.021
C 5.673908 4.065696 -0.427215 0.355 0.035 -0.053
O 4.480452 4.028020 -0.303016 -0.244 -0.025 0.020
O 6.521110 3.071892 -0.157271 0.188 0.026 0.102
C 5.887178 1.882023 0.321098 0.081 0.063 0.065
H 6.278441 7.032685 -1.527080 0.140 -0.182 0.046
H 4.904436 6.024741 -1.997267 -0.069 -0.022 0.137
H 5.060660 6.617110 -0.314291 -0.087 -0.113 -0.072
H 5.208396 1.490451 -0.423626 -0.050 0.261 -0.039
H 5.363664 2.077254 1.257018 -0.108 -0.006 -0.118
H 6.665559 1.144663 0.506329 0.104 0.165 -0.115
C -1.084471 -5.257182 -4.301897 0.336 -0.043 0.174
O -2.149309 -5.491802 -5.227638 -0.116 -0.017 -0.014
C -2.636588 -4.385879 -5.787143 -0.013 -0.435 0.006
O -2.265502 -3.263623 -5.576059 0.007 0.274 0.062
O -3.613659 -4.743164 -6.624068 -0.031 -0.018 -0.024
C -4.230235 -3.647991 -7.297579 -0.217 0.175 -0.227
H -0.771406 -6.223070 -3.911121 -0.169 -0.065 -0.165
H -0.234866 -4.792371 -4.797400 -0.103 0.120 0.102
H -1.426677 -4.639353 -3.471174 0.062 0.121 -0.124
H -3.504687 -3.115949 -7.912665 0.005 0.062 0.144
H -4.696887 -2.969521 -6.583398 0.146 0.046 -0.018
H -5.002309 -4.058385 -7.944797 0.088 -0.188 0.101
C -5.918544 -3.684723 2.026842 0.316 -0.002 -0.188
O -7.303573 -3.783701 2.354141 -0.100 -0.082 0.005
C -7.570237 -3.641594 3.657582 -0.228 -0.189 -0.233
O -6.763454 -3.447059 4.523864 0.190 0.070 0.114
O -8.887899 -3.751448 3.822780 0.028 -0.020 -0.109
C -9.316721 -3.616236 5.177830 -0.237 0.068 0.373
H -5.822319 -3.815655 0.950804 -0.252 -0.021 0.027
H -5.528822 -2.702169 2.292077 0.018 -0.099 0.149
H -5.349011 -4.470246 2.522534 0.013 0.145 0.109
H -9.059125 -2.630853 5.566051 0.114 -0.080 -0.009
H -8.882112 -4.399265 5.799065 0.102 0.106 -0.027
H -10.399108 -3.723180 5.187401 0.055 -0.023 -0.234
C 8.734014 0.657365 6.788482 -0.029 -0.180 0.327
O 9.271718 1.475300 5.751138 0.036 0.017 0.007
C 8.484002 1.580736 4.679551 0.316 0.170 0.012
O 7.411421 1.060833 4.538896 -0.218 -0.114 -0.022
O 9.097334 2.364578 3.792732 0.029 0.000 0.038
C 8.358808 2.564186 2.588212 -0.054 0.187 -0.366
H 9.457285 0.646865 7.600924 0.102 0.137 -0.160
H 7.797002 1.072192 7.159652 -0.032 -0.089 -0.123
H 8.587711 -0.363916 6.437132 -0.126 0.082 -0.036
H 7.407454 3.054037 2.795653 -0.021 -0.155 0.016
H 8.199300 1.617553 2.074342 -0.086 0.008 0.131
H 8.948714 3.212559 1.944670 0.124 -0.020 0.185
C -8.271461 -0.820761 2.056394 -0.075 -0.305 -0.211
O -7.989216 0.576722 2.108391 0.020 0.054 -0.001
C -8.305138 1.147045 3.270927 0.137 0.128 -0.308
O -8.783794 0.592282 4.222038 -0.092 -0.106 0.207
O -7.995536 2.442232 3.192911 0.017 0.017 -0.023
C -8.283746 3.180200 4.378894 -0.028 0.290 0.237
H -7.977972 -1.180653 1.072784 0.075 0.237 -0.010
H -7.694831 -1.356992 2.806400 -0.105 0.164 0.104
H -9.337906 -1.003025 2.187596 0.076 -0.029 0.161
H -7.707727 2.796760 5.220995 -0.132 -0.084 -0.010
H -9.350478 3.152077 4.600611 0.066 -0.126 0.064
H -7.992035 4.212326 4.197456 0.053 -0.106 -0.202
C 1.789144 10.592711 -2.357218 -0.215 0.088 0.313
O 2.241887 10.538315 -3.709218 0.000 0.010 -0.032
C 3.335555 9.796971 -3.886109 -0.201 0.192 -0.273
O 3.932221 9.204532 -3.029602 0.154 -0.160 0.202
O 3.650108 9.829120 -5.181454 -0.020 0.017 -0.012
C 4.811136 9.071008 -5.516611 0.280 -0.156 -0.206
H 0.900488 11.219600 -2.337917 0.062 0.001 -0.227
H 1.523375 9.598095 -1.999580 0.151 0.020 0.019
H 2.547167 11.040547 -1.714832 0.030 -0.149 -0.015
H 4.663706 8.016699 -5.282757 0.047 0.070 0.124
H 5.687752 9.459230 -4.998190 -0.072 -0.097 0.092
H 4.966261 9.172280 -6.588386 -0.191 0.127 0.039
```
Positions in Å, forces in eV/Å.